1.
{"formula": "C19H21N5O5S", "method": "wB97M-V/def2-TZVPD", "homo_lumo_gap_ev": 9.062, "smiles": "CCOC(=O)c1ccc(NS(=O)(=O)c2cc(-c3nnnn3CC)ccc2OC)cc1", "lumo_ev": 0.081, "total_charge": 0, "relative_energy_kj_mol": 263.9, "elements": ["S", "O", "O", "O", "O", "O", "N", "N", "N", "N", "N", "C", "C", "C", "C", "C", "C", "C", "C", "C", "C", "C", "C", "C", "C", "C", "C", "C", "C", "C", "H", "H", "H", "H", "H", "H", "H", "H", "H", "H", "H", "H", "H", "H", "H", "H", "H", "H", "H", "H", "H"], "positions_angstrom": [[2.88411, -1.38614, -1.30820], [1.24253, 3.27807, 3.89800], [0.18219, 1.61694, 4.97964], [3.10776, -2.63511, -1.96740], [1.66278, 1.33860, -1.09946], [3.81336, -0.32656, -1.51415], [-2.89160, -2.73358, -3.47346], [-3.45917, -3.94127, -3.42614], [2.79989, -1.77249, 0.33154], [-1.94793, -3.89371, -1.91465], [-2.89765, -4.60002, -2.50324], [2.91184, 0.43816, 1.27452], [1.26869, 2.67444, -0.86570], [0.74496, 0.42843, -1.44995], [-0.61447, 0.69201, -1.64023], [0.91348, -0.23409, 3.09199], [0.31651, -1.89398, -1.97676], [1.44285, 1.05421, 3.08401], [-1.48620, -0.31815, -1.99797], [2.35434, -0.84037, 1.26155], [-0.34097, 2.55357, 5.91989], [1.36048, -1.17092, 2.18351], [0.96291, 2.10693, 4.00567], [-1.03508, -1.62246, -2.17821], [2.44837, 1.37550, 2.17125], [-3.24286, -1.77563, -4.48569], [-1.93001, -2.71747, -2.50992], [-1.60236, 3.22604, 5.39622], [1.18576, -0.88635, -1.63206], [-2.07648, -1.52278, -5.43464], [-1.76267, -2.45300, -5.90218], [3.68454, 0.67370, 0.56220], [2.85909, 2.37360, 2.19019], [-2.34781, 2.47832, 5.13550], [0.94085, -2.16689, 2.17852], [0.57229, 2.74183, -0.02478], [-1.22919, -1.09725, -4.90084], [-1.36769, 3.81607, 4.51364], [-0.55071, 1.96741, 6.81709], [-4.09005, -2.20764, -5.02326], [0.82311, 3.12409, -1.75761], [-3.56195, -0.84257, -4.01359], [-2.53486, -0.08555, -2.10813], [-0.99959, 1.68863, -1.49770], [0.42515, 3.30580, 6.13513], [-2.00894, 3.88232, 6.16024], [2.18591, 3.20264, -0.61527], [0.70305, -2.89279, -2.10256], [0.14170, -0.48835, 3.80123], [-2.38375, -0.82955, -6.21230], [2.42348, -2.70268, 0.44452]]}

2.
{"formula": "C2H3N5O", "method": "wB97M-V/def2-TZVPD", "homo_lumo_gap_ev": 9.929, "smiles": "O/N=C\\c1nnn[nH]1", "lumo_ev": -0.166, "total_charge": 0, "relative_energy_kj_mol": 686.3, "elements": ["O", "N", "N", "N", "N", "N", "C", "C", "H", "H", "H"], "positions_angstrom": [[-2.10517, 0.86907, -0.40968], [1.29266, -0.98686, 0.26236], [1.30725, -0.65623, -1.94105], [0.32045, 0.07870, -1.37475], [-1.50476, 1.22536, 0.92518], [1.89268, -1.34914, -1.06134], [-0.43918, 0.52174, 1.16605], [0.24639, -0.26850, -0.01790], [0.24712, 0.92068, 2.22433], [1.98036, -1.27036, 0.94608], [-3.23779, 0.91553, -0.71928]]}

3.
{"formula": "C9H14CdNO3P", "method": "wB97M-V/def2-TZVPD", "homo_lumo_gap_ev": 2.952, "lumo_ev": -12.459, "total_charge": 2, "elements": ["Cd", "P", "O", "O", "O", "N", "C", "C", "C", "C", "C", "C", "C", "C", "C", "H", "H", "H", "H", "H", "H", "H", "H", "H", "H", "H", "H", "H", "H"], "positions_angstrom": [[-1.37164, -2.88260, -1.39787], [-1.24143, -2.56784, 1.52856], [-0.80965, -0.68675, -0.57016], [-2.16489, -1.93630, 2.58827], [-0.19020, 1.08747, -3.58854], [1.94953, 0.51498, 3.61563], [0.27499, 1.33493, 1.07892], [1.32007, -0.43912, 2.76746], [0.08384, -0.69481, -1.76073], [0.47446, -0.17270, 1.48712], [-0.15834, -1.32375, 0.58389], [0.96439, 2.40721, 1.98555], [-0.65411, -0.19025, -3.11022], [1.77709, 1.87053, 3.20136], [-0.50341, 2.10007, -2.59127], [-0.35814, -3.57605, 2.09301], [-0.33427, 1.66106, 0.17696], [0.38592, 2.15048, -1.85989], [-2.00932, -3.29613, 0.49596], [0.74284, -1.93341, 0.15835], [2.30356, 2.67063, 3.84617], [-0.39014, -0.94553, -3.94847], [1.45180, -1.54790, 3.06337], [-1.44260, 1.78448, -1.98804], [-1.79450, -0.25401, -2.97753], [0.48166, -1.76821, -2.00112], [1.00021, -0.02477, -1.54357], [-0.66754, 3.13848, -3.04975], [0.87982, 3.51983, 1.71661]]}

4.
{"formula": "C26H51BeCl3N2O3PSi", "method": "wB97M-V/def2-TZVPD", "homo_lumo_gap_ev": 7.103, "lumo_ev": 2.600, "total_charge": -1, "relative_energy_kj_mol": 0.0, "elements": ["Cl", "Cl", "Cl", "P", "Si", "O", "O", "O", "N", "N", "C", "C", "C", "C", "C", "C", "C", "C", "C", "C", "C", "C", "C", "C", "C", "C", "C", "C", "C", "C", "C", "C", "C", "C", "C", "C", "Be", "H", "H", "H", "H", "H", "H", "H", "H", "H", "H", "H", "H", "H", "H", "H", "H", "H", "H", "H", "H", "H", "H", "H", "H", "H", "H", "H", "H", "H", "H", "H", "H", "H", "H", "H", "H", "H", "H", "H", "H", "H", "H", "H", "H", "H", "H", "H", "H", "H", "H", "H"], "positions_angstrom": [[-0.57842, 0.83864, 2.57577], [-3.69823, -0.02091, 3.49872], [-2.25802, 1.14543, -0.99745], [1.22368, 2.45239, 0.04906], [-3.92248, 2.35982, -0.91881], [-0.38627, 0.02485, -3.19184], [2.00806, -0.51737, -0.70395], [-2.50456, -0.93161, 0.88797], [-1.09086, -2.12682, -2.71968], [3.49999, -1.29206, 0.84431], [0.02134, 4.31101, 1.74811], [4.31919, -1.96161, -0.15408], [-2.49645, -1.81273, -2.94707], [1.57752, -3.93332, 1.60747], [-0.86633, -2.61261, 1.51801], [-0.13762, -1.15060, -2.93745], [3.44721, 4.31370, 0.29654], [-0.13699, -2.80061, 0.34885], [0.94788, -3.54651, 2.79489], [0.33144, 4.04736, 0.27638], [2.39251, -0.60745, 0.47075], [-3.35204, 3.92817, -0.03645], [1.31740, 3.53826, -2.63981], [-0.73259, -3.52527, -2.93580], [2.97408, 2.87826, 0.49870], [-4.18432, 2.72370, -2.76438], [-3.24919, -3.24920, 0.75985], [-3.60245, -5.54913, -0.19239], [3.86370, -1.49774, 2.23782], [-4.71588, -2.95669, 0.83459], [-2.33973, -2.19661, 1.43837], [-0.26143, -2.85204, 2.75004], [-2.76721, -4.39076, 0.23852], [1.35054, 2.27837, -1.79524], [1.06513, -3.51464, 0.37698], [-5.41219, 1.58969, -0.13090], [-2.35469, -0.00143, 2.21790], [-0.38041, 3.40573, 2.22553], [2.27747, 1.70397, -1.95787], [1.99057, 4.31953, -2.26797], [-0.72983, 5.10657, 1.84045], [4.45354, 4.40890, 0.72191], [-3.39196, 3.38022, -3.14740], [3.86173, -2.56998, 2.48294], [-5.07775, -2.52744, -0.11099], [0.89791, -1.53968, -2.84448], [-4.18863, 4.61134, 0.20404], [4.87288, -1.10208, 2.42287], [-2.64537, 4.50452, -0.66440], [-2.65906, -0.74217, -2.80860], [3.60679, 2.18112, -0.07233], [3.14256, -0.98416, 2.88532], [3.05126, 2.59560, 1.56202], [1.39934, -3.80061, 3.76021], [3.52310, 4.58038, -0.76389], [-4.14343, 1.80242, -3.36256], [-2.79796, -2.11577, -3.96099], [-0.77882, -2.51357, 3.65617], [-2.84026, 3.69656, 0.91410], [1.84095, -0.13530, 1.31266], [-5.37885, 1.73907, 0.95975], [5.37393, -1.73220, 0.04297], [1.58024, -3.74033, -0.55465], [-2.72233, -2.20917, 2.48679], [4.18560, -3.05240, -0.09167], [-3.10175, -2.37043, -2.21951], [0.33944, -3.65844, -2.74875], [0.30072, 3.93857, -2.71170], [1.63859, 3.27236, -3.65471], [-0.96348, -3.83528, -3.96674], [4.03361, -1.61372, -1.15011], [-4.07286, -6.04284, 0.67150], [0.92804, 4.85922, -0.15863], [-5.49139, 0.51438, -0.31087], [-2.98056, -6.30394, -0.69160], [-1.30022, -4.16094, -2.24466], [2.48411, -4.54630, 1.63328], [-0.60752, 3.96832, -0.29156], [-5.14764, 3.21200, -2.97050], [-5.29036, -3.87776, 1.01784], [0.51862, 1.60523, -2.08362], [-0.56314, -2.41469, -0.57609], [-4.39338, -5.26008, -0.89527], [-4.90762, -2.25283, 1.65216], [2.81161, 5.04281, 0.81052], [-6.29557, 2.10195, -0.54417], [-1.69064, -4.56832, 0.17195], [0.91003, 4.62215, 2.31156]]}

5.
{"formula": "C40H49BN9O2S3Zr", "method": "wB97M-V/def2-TZVPD", "homo_lumo_gap_ev": 5.715, "lumo_ev": -9.382, "total_charge": 3, "relative_energy_kj_mol": 0.0, "elements": ["Zr", "S", "S", "S", "O", "O", "N", "N", "N", "N", "N", "N", "N", "N", "N", "C", "C", "C", "C", "C", "C", "C", "C", "C", "C", "C", "C", "C", "C", "C", "C", "C", "C", "C", "C", "C", "C", "C", "C", "C", "C", "C", "C", "C", "C", "C", "C", "C", "C", "C", "C", "C", "C", "C", "C", "B", "H", "H", "H", "H", "H", "H", "H", "H", "H", "H", "H", "H", "H", "H", "H", "H", "H", "H", "H", "H", "H", "H", "H", "H", "H", "H", "H", "H", "H", "H", "H", "H", "H", "H", "H", "H", "H", "H", "H", "H", "H", "H", "H", "H", "H", "H", "H", "H", "H"], "positions_angstrom": [[-0.47010, -0.07922, 0.12731], [-2.09411, 0.61168, -1.71394], [2.04972, -0.23068, 0.24590], [0.22626, -1.89580, -1.77834], [-0.29094, 1.85449, 0.78135], [-0.10407, 4.46832, 0.28379], [0.09770, 0.03742, -4.96709], [1.49773, 2.16444, -2.19829], [-0.38740, 0.03826, 2.38309], [0.14036, 1.17602, 2.92778], [0.43842, 1.32137, -2.13223], [3.05447, -0.25275, -3.59602], [0.22288, -0.58100, -3.81474], [2.41795, -0.23619, -2.42152], [-1.52894, -1.88733, 1.09590], [-2.53494, 3.60834, -2.39693], [-1.40290, 1.46291, -6.96205], [2.50766, 4.32536, -2.46980], [-0.75944, 0.09244, -7.22154], [0.63958, 0.28378, -7.82426], [2.18300, 5.76088, -2.04848], [0.14870, 2.12091, 2.03224], [5.88722, 0.98127, -4.99108], [1.52096, 5.97251, 3.13249], [5.10499, -0.33819, -4.89872], [5.05721, -0.40513, -2.34212], [2.94641, 4.29478, -3.94442], [-2.55405, -4.12858, 2.38011], [-1.67548, -3.80546, -4.01089], [-0.60538, -0.61536, -5.88489], [-0.69696, -0.95487, 3.12541], [5.10466, -0.45128, 0.17092], [-1.16369, -1.88713, -5.60081], [0.93215, 5.80914, 1.89550], [-2.22902, -2.80928, 0.41975], [0.61003, 3.45252, 2.37293], [1.65945, 4.89403, 4.01167], [-1.06325, -2.49051, -4.36367], [-0.04577, 3.93154, -2.51765], [-0.33191, -1.72392, -3.45397], [-1.63159, -0.70980, -8.18539], [-1.36834, -2.06167, 2.43433], [-2.76635, -3.93275, 1.02678], [1.20414, 3.65652, 3.63623], [4.36487, -0.34102, -3.57410], [4.12751, -0.43619, -6.06757], [-0.84406, 1.74295, -2.12071], [4.39956, -0.38888, -1.14418], [-1.84112, -3.17235, 3.09940], [6.07617, -1.52616, -4.93467], [0.47581, 4.55337, 1.51076], [1.27869, 3.43984, -2.36873], [2.98525, -0.29977, -1.22416], [-1.12538, 3.11263, -2.36186], [3.62506, 3.77093, -1.58247], [0.90593, -0.11426, -2.52006], [3.20001, 3.27775, -4.25250], [1.86961, 6.95353, 3.42711], [-1.18658, -1.67389, -8.44008], [0.54828, 0.78604, -8.78698], [-0.50707, -0.95689, 4.19383], [-1.50872, 1.99310, -7.90826], [1.26290, 0.89814, -7.17461], [4.68943, -0.43541, -7.00117], [0.79512, 6.64479, 1.22324], [-0.99210, -4.40927, -3.41285], [6.59835, 1.09478, -4.17072], [-2.55907, 4.66401, -2.65452], [-2.94408, -5.00614, 2.87848], [3.10570, 6.34000, -2.03303], [-3.33483, -4.63901, 0.43900], [-2.39845, 1.36476, -6.52383], [-1.73630, -0.15321, -9.11560], [-1.70790, -2.39669, -6.38466], [-0.78310, 2.06992, -6.30167], [4.48843, 4.43242, -1.65036], [-2.35841, -2.63616, -0.64044], [5.55968, -2.47591, -4.78448], [1.14146, -0.67133, -7.99032], [4.88210, 0.43169, 0.77251], [1.51178, 6.26096, -2.74788], [6.87083, -1.44312, -4.19254], [6.55799, -1.56181, -5.91147], [-0.42263, 3.56209, 0.16956], [5.21357, 1.84063, -4.98784], [3.31728, 3.72217, -0.53531], [3.54089, -1.35592, -6.02668], [4.78468, -1.32496, 0.74108], [6.17997, -0.50826, 0.02194], [-3.00926, 3.47772, -1.42212], [1.74395, 5.79901, -1.05088], [-3.12852, 3.05364, -3.12496], [2.16574, 4.67361, -4.60734], [3.43716, 0.40719, -6.08588], [3.82527, 4.92675, -4.07329], [6.45401, 0.99970, -5.92166], [2.11358, 5.03669, 4.98138], [-2.63866, -0.87442, -7.79573], [6.13763, -0.46592, -2.35205], [-1.93356, -4.36572, -4.90653], [1.29688, 2.81281, 4.30483], [-0.19796, 4.98567, -2.70377], [-2.59267, -3.65014, -3.43836], [3.93693, 2.77529, -1.89947], [-1.67525, -3.27509, 4.16299]]}

6.
{"formula": "C7H10FN", "method": "wB97M-V/def2-TZVPD", "homo_lumo_gap_ev": 9.880, "smiles": "[H]/N=C(\\C)[C@@]1(F)C[C@@H]1C=C", "lumo_ev": 0.919, "total_charge": 0, "relative_energy_kj_mol": 254.3, "elements": ["F", "N", "C", "C", "C", "C", "C", "C", "C", "H", "H", "H", "H", "H", "H", "H", "H", "H", "H"], "positions_angstrom": [[-0.14205, -1.77454, 0.22972], [-1.84240, 1.11112, -0.73201], [2.32680, -0.18073, 0.09448], [2.93788, 0.61620, 0.90561], [0.40226, -0.46795, -1.72452], [1.09376, 0.26656, -0.57287], [-1.63532, 0.15392, 0.04500], [-2.68243, -0.69194, 0.70085], [-0.15129, -0.58605, -0.37128], [2.44447, 1.66182, 1.08810], [3.67251, 0.19028, 1.62129], [-3.54578, 0.08846, 0.96198], [0.82860, -1.35229, -2.15171], [-2.73567, 1.51070, -0.66624], [2.66108, -1.10059, -0.12687], [0.00248, 0.20338, -2.47321], [-2.33592, -1.22166, 1.59065], [0.96537, 1.37109, -0.51132], [-3.14206, -1.31366, -0.12776]]}

HOMO energy list, top to bottom, in eV: -8.98; -10.10; -15.41; -4.50; -15.10; -8.96